Molecular formula: C3H8N3O
Method: DFT, ωB97M-V/def2-TZVPD

For the energy relative to the best compared isomer or geometry (same formula, charge and spin), the calculation gives 504.1 kJ/mol. The highest occupied orbital energy (alpha / beta) is -13.71 / -12.84 eV. As for the charge: +1. The maximum force is 2.52 eV/A. The value obtained for the HOMO-LUMO gap (alpha / beta) is 9.1 / 7.2 eV. The value obtained for the LUMO energy (alpha / beta) is -4.60 / -5.61 eV.

XYZ file:
```
15
C3H8N3O (ωB97M-V/def2-TZVPD)
C -0.862 -0.758 -0.499
C 0.623 -1.114 -0.667
C -0.802 0.693 -0.027
N -0.627 0.566 2.636
N 0.417 1.151 -0.467
N 1.235 0.172 -0.936
O 0.483 0.452 2.909
H -1.382 -0.812 -1.455
H -1.373 -1.413 0.201
H 1.038 -1.571 0.240
H 0.806 -1.785 -1.506
H -1.650 1.327 -0.281
H 0.698 2.119 -0.543
H -0.835 0.684 1.184
H 2.231 0.289 -0.790
```


Molecular formula: C29H31F10N3PdSb2
Method: DFT, ωB97M-V/def2-TZVPD

For the energy relative to the best compared isomer or geometry (same formula, charge and spin), the calculation gives 25.5 kJ/mol. The highest occupied orbital energy is -7.29 eV. The maximum force is 0.87 eV/A. The value obtained for the HOMO-LUMO gap is 7.4 eV. The value obtained for the LUMO energy is 0.15 eV.

XYZ file:
```
76
C29H31F10N3PdSb2 (ωB97M-V/def2-TZVPD)
Pd -0.125 -0.398 -0.248
C 0.802 -1.766 2.244
N 0.044 -0.591 1.795
C 0.748 0.671 2.135
C 2.002 0.878 1.262
N 1.745 0.366 -0.093
C 2.823 0.076 -0.869
C 3.990 0.864 -0.904
F 4.037 2.012 -0.199
C 5.091 0.563 -1.683
F 6.150 1.377 -1.667
C 5.084 -0.543 -2.516
F 6.135 -0.830 -3.289
C 3.955 -1.343 -2.524
F 3.924 -2.436 -3.290
C 2.873 -1.050 -1.716
F 1.856 -1.935 -1.730
C -1.370 -0.589 2.240
C -2.217 -1.570 1.409
N -1.800 -1.595 -0.001
C -1.628 -2.824 -0.593
C -1.679 -2.905 -2.002
F -1.949 -1.785 -2.702
C -1.480 -4.051 -2.740
F -1.542 -3.996 -4.074
C -1.254 -5.260 -2.107
F -1.076 -6.384 -2.806
C -1.224 -5.258 -0.728
F -0.993 -6.398 -0.070
C -1.389 -4.088 -0.005
F -1.256 -4.243 1.336
H 1.011 -1.691 3.318
H 1.739 -1.821 1.695
H 0.225 -2.664 2.053
H 0.977 0.707 3.206
H 0.046 1.477 1.918
H 2.870 0.364 1.697
H 2.237 1.946 1.293
H -1.732 0.424 2.056
H -1.445 -0.778 3.317
H -3.255 -1.222 1.486
H -2.207 -2.552 1.873
C 0.727 -0.227 -4.259
Sb -0.261 0.598 -2.569
C -2.174 0.940 -3.434
C 0.598 2.583 -2.560
C -0.111 3.470 -3.531
C 0.348 3.457 -4.852
C -0.298 4.143 -5.863
C -1.438 4.872 -5.562
C -1.893 4.906 -4.256
C -1.253 4.222 -3.218
C -1.844 4.413 -1.841
Sb -1.839 2.939 -0.240
C -3.654 3.708 0.613
C -0.556 4.089 1.051
H 0.533 0.394 -5.133
H 0.317 -1.223 -4.422
H 1.800 -0.302 -4.092
H -2.184 1.859 -4.016
H -2.925 0.978 -2.647
H -2.389 0.095 -4.084
H 1.637 2.441 -2.863
H 0.623 2.954 -1.536
H 1.239 2.883 -5.082
H 0.085 4.106 -6.875
H -1.967 5.414 -6.335
H -2.779 5.484 -4.022
H -2.904 4.645 -1.964
H -1.399 5.300 -1.380
H -3.625 4.797 0.632
H -3.769 3.338 1.631
H -4.511 3.380 0.027
H -0.735 5.153 0.896
H 0.496 3.874 0.865
H -0.778 3.846 2.091
```


Molecular formula: H16N5
Method: DFT, ωB97M-V/def2-TZVPD

For the energy relative to the best compared isomer or geometry (same formula, charge and spin), the calculation gives 37.2 kJ/mol. The highest occupied orbital energy is -14.03 eV. As for the charge: +1. The maximum force is 1.81 eV/A. The value obtained for the HOMO-LUMO gap is 11.3 eV. The value obtained for the LUMO energy is -2.75 eV.

XYZ file:
```
21
H16N5 (ωB97M-V/def2-TZVPD)
N 0.943 -0.366 0.029
H 1.575 0.457 0.065
H 0.916 -0.977 0.900
H -0.029 -0.122 -0.199
H 1.142 -1.030 -0.725
N 0.602 -1.993 2.355
H 0.979 -2.932 2.271
H -0.404 -2.066 2.293
H 0.920 -1.620 3.239
N -1.507 1.456 0.205
H -1.781 1.891 -0.672
H -1.602 2.113 0.969
H -2.263 0.775 0.338
N 2.078 2.221 -0.669
H 2.844 2.787 -0.338
H 1.196 2.697 -0.523
H 2.221 1.926 -1.628
N -1.756 -1.452 -1.792
H -1.937 -0.460 -1.608
H -2.709 -1.803 -1.760
H -1.427 -1.504 -2.750
```


Molecular formula: C19H19HgN4O8S2
Method: DFT, ωB97M-V/def2-TZVPD

The highest occupied orbital energy (alpha / beta) is -0.21 / -3.64 eV. As for the charge: -2. The maximum force is 1.03 eV/A. As for the spin multiplicity: 2. The value obtained for the HOMO-LUMO gap (alpha / beta) is 4.5 / 7.9 eV. The value obtained for the LUMO energy (alpha / beta) is 4.26 / 4.26 eV.

XYZ file:
```
53
C19H19HgN4O8S2 (ωB97M-V/def2-TZVPD)
Hg -0.996 0.231 1.263
O -1.432 -1.040 -1.155
C -1.388 -0.086 -2.195
C -1.830 1.296 -1.716
N -1.097 1.781 -0.550
C -1.769 2.954 0.033
C -2.844 2.643 1.117
O -3.705 3.503 1.294
O -2.703 1.553 1.762
C 0.322 2.044 -0.810
C 1.117 2.238 0.511
O 2.031 3.058 0.512
O 0.763 1.492 1.491
H -0.544 -1.468 -1.110
H -2.075 -0.397 -2.989
H -0.384 -0.036 -2.626
H -2.884 1.245 -1.430
H -1.730 2.001 -2.555
H -2.238 3.567 -0.742
H -1.024 3.570 0.540
H 0.470 2.926 -1.442
H 0.762 1.172 -1.298
N -2.358 -0.082 6.517
C -2.669 -1.403 6.177
O -3.146 -2.148 7.041
C -2.405 -1.820 4.820
C -2.868 -3.113 4.361
C -2.657 -3.459 3.048
C -1.999 -2.594 2.179
N -1.527 -1.371 2.625
C -1.737 -1.026 3.887
H -2.775 0.208 7.385
H -2.407 0.606 5.785
H -3.380 -3.756 5.061
H -3.002 -4.411 2.664
H -1.816 -2.838 1.143
H -1.324 -0.065 4.172
O 2.127 -2.103 -5.677
S 2.989 -2.346 -4.542
O 3.987 -3.374 -4.729
N 2.121 -2.579 -3.177
C 2.331 -1.614 -2.307
S 1.598 -1.502 -0.788
C 3.284 -0.563 -2.754
C 3.692 0.577 -2.075
C 4.589 1.432 -2.698
C 5.073 1.156 -3.975
C 4.660 0.017 -4.658
C 3.768 -0.820 -4.028
H 3.315 0.781 -1.080
H 4.916 2.328 -2.187
H 5.774 1.838 -4.441
H 5.022 -0.203 -5.655
```


| no. | calculated total energy (eV) |
| --- | --- |
| 1 | -9747.239 |
| 2 | -78772.344 |
| 3 | -7705.522 |
| 4 | -68199.584 |